Entry 1:
{"formula": "CH10NO6", "method": "ωB97M-V/def2-TZVPD", "symbols": ["N", "C", "O", "O", "H", "H", "H", "H", "O", "H", "H", "O", "H", "H", "O", "H", "H", "O"], "coordinates": [[-0.8147, 0.8944, -0.4271], [0.1690, 0.3847, 0.4556], [-0.1846, -0.4426, 1.3370], [1.3111, 0.9279, 0.4664], [-1.7206, 1.0353, 0.0255], [-0.7852, 1.7407, -0.9758], [-2.0431, -0.4988, 0.5774], [-2.9021, -1.7757, 0.4665], [-2.8643, -0.9128, 0.8968], [1.5160, 1.8970, -0.8726], [2.3205, 2.2492, -2.1750], [1.4874, 2.4377, -1.7126], [2.4145, -0.2698, 1.5885], [1.6394, -0.1808, 2.7380], [2.5372, -0.4783, 2.5379], [-0.6805, -2.3650, -2.4211], [-0.5345, -1.9613, -0.9756], [-0.8656, -2.6817, -1.5299]], "max_force_ha_per_bohr": 0.05680, "energy_ev": -14977.1789, "e_homo_ev": -5.5201, "total_charge": -1, "multiplicity": 1, "gap_ev": 9.0, "de_lowest_kcal_mol": 26.6}

=====

Entry 2:
{"formula": "CH10O3S2", "method": "ωB97M-V/def2-TZVPD", "symbols": ["C", "S", "S", "H", "H", "H", "H", "H", "H", "O", "H", "H", "O", "H", "H", "O"], "coordinates": [[0.4671, 0.4582, 1.3813], [2.1620, 0.3437, 0.7856], [2.4882, -0.3612, -1.1235], [-0.1392, -0.3991, 1.0671], [-0.1946, 1.2672, 1.0574], [0.5658, 0.5784, 2.4586], [1.9602, -1.5959, -0.9656], [-1.8211, 1.0124, -0.4234], [-2.2161, 2.5026, -0.6106], [-1.9411, 1.7167, -1.0611], [-3.3101, -0.6388, -1.8012], [-2.7996, -2.0107, -1.8967], [-3.1954, -1.4292, -1.2584], [-2.6183, -1.1629, 2.0592], [-3.2908, -0.5393, 0.8704], [-3.0379, -0.3414, 1.7749]], "max_force_ha_per_bohr": 0.02750, "energy_ev": -29003.0740, "e_homo_ev": [-14.5453, -14.5441], "total_charge": 1, "multiplicity": 2, "gap_ev": [9.2, 5.7], "de_lowest_kcal_mol": 25.1}

=====

Entry 3:
{"formula": "CH10O6", "method": "ωB97M-V/def2-TZVPD", "symbols": ["O", "C", "O", "H", "H", "O", "H", "H", "O", "H", "H", "O", "H", "H", "O", "H", "H"], "coordinates": [[0.3375, -1.5879, 1.0238], [1.3417, -1.8543, 1.6038], [2.4840, -2.1836, 0.9726], [1.4142, -1.8153, 2.6938], [3.0381, -2.6481, 1.5893], [1.0744, 0.6107, -2.1193], [0.1329, 0.4490, -2.0153], [1.1609, 0.5230, -3.0749], [-1.8430, -0.0147, 1.9929], [-1.4712, -0.2952, 1.1481], [-1.7265, 0.9158, 1.9518], [-2.0398, -0.6883, -1.9797], [-2.8234, -1.1560, -2.2965], [-2.1877, -0.8225, -1.0332], [0.6241, 3.8050, -0.0448], [0.2161, 3.6661, -0.9064], [0.2674, 3.0963, 0.4941]], "max_force_ha_per_bohr": 0.02794, "energy_ev": -13483.8198, "e_homo_ev": -10.9871, "total_charge": 0, "multiplicity": 1, "gap_ev": 11.3, "smiles": "O=CO.O.O.O.O", "de_lowest_kcal_mol": 34.2}

=====

Entry 4:
{"formula": "CH11N2O3", "method": "ωB97M-V/def2-TZVPD", "symbols": ["N", "C", "N", "H", "H", "H", "H", "H", "H", "H", "O", "H", "H", "O", "H", "H", "O"], "coordinates": [[-0.9884, -0.1462, -0.0218], [-1.4034, -0.6448, -1.1547], [-0.6248, -1.2584, -2.0171], [0.0273, -0.1008, 0.1485], [-1.6114, 0.5517, 0.3645], [-2.3116, -0.1962, -1.5345], [-0.9818, -1.3108, -2.9562], [0.3219, -1.5346, -1.8046], [-3.5161, 2.7768, 1.6360], [-3.3066, 2.7551, 0.1631], [-2.9942, 2.3155, 0.9650], [2.3103, 0.2630, -0.9269], [2.2575, -0.1729, 0.5398], [1.8035, -0.2874, -0.3173], [3.2906, -0.9035, 2.7678], [4.2741, -0.8549, 1.5832], [3.5530, -0.3754, 2.0046]], "max_force_ha_per_bohr": 0.04824, "energy_ev": -10332.7710, "e_homo_ev": -15.1243, "total_charge": 1, "multiplicity": 1, "gap_ev": 11.9, "de_lowest_kcal_mol": 13.2}

=====

Entry 5:
{"formula": "CH11N2O3", "method": "ωB97M-V/def2-TZVPD", "symbols": ["N", "C", "N", "H", "H", "H", "H", "H", "H", "H", "O", "H", "H", "O", "H", "H", "O"], "coordinates": [[1.2265, -0.3938, -0.6554], [1.6679, -1.3242, 0.1608], [1.0244, -2.4233, 0.5722], [0.4873, -0.7223, -1.3835], [1.4490, 0.5804, -0.5447], [2.5448, -0.8455, 0.7452], [1.5130, -3.0212, 1.1933], [-0.0236, -2.3180, 0.6847], [1.3608, 3.3623, 0.6883], [0.2844, 3.4875, -0.4768], [0.7164, 2.8218, 0.2130], [-2.2292, -1.9184, 0.2747], [-1.7857, -0.4439, 0.0128], [-1.4306, -1.3762, 0.0194], [-2.2620, 2.0262, 0.0866], [-2.1335, 1.3144, -1.2251], [-2.4097, 1.1942, -0.3654]], "max_force_ha_per_bohr": 0.08717, "energy_ev": -10331.7694, "e_homo_ev": -15.1324, "total_charge": 1, "multiplicity": 1, "gap_ev": 11.5, "de_lowest_kcal_mol": 36.3}

=====

Entry 6:
{"formula": "CH11NO4", "method": "ωB97M-V/def2-TZVPD", "symbols": ["N", "C", "O", "H", "H", "H", "H", "H", "O", "H", "H", "O", "H", "H", "O", "H", "H"], "coordinates": [[-1.9498, -0.6542, -1.1811], [-1.1412, 0.5085, -1.7198], [-0.1056, 0.8542, -0.7846], [-2.5873, -0.3487, -0.4255], [-1.1853, -1.0877, -0.6671], [-0.8024, 0.0762, -2.6181], [-1.8015, 1.4212, -1.8886], [-0.4818, 1.2207, 0.0510], [-0.8346, 0.9456, 1.9765], [-0.4595, 1.5440, 2.5632], [-0.3236, 0.1209, 2.0346], [2.6616, -0.0277, -0.0443], [3.3066, 0.0809, -0.7654], [1.8611, -0.0155, -0.5132], [0.8487, -1.4157, 1.4501], [1.3023, -2.2577, 1.0104], [1.6922, -0.9648, 1.5223]], "max_force_ha_per_bohr": 0.07665, "energy_ev": -10895.0323, "e_homo_ev": -9.4656, "total_charge": 0, "multiplicity": 1, "gap_ev": 10.0, "smiles": "NCO.O.O.O", "de_lowest_kcal_mol": 22.9}

=====

Entry 7:
{"formula": "CH11NO4", "method": "ωB97M-V/def2-TZVPD", "symbols": ["C", "N", "H", "H", "H", "O", "H", "H", "O", "H", "H", "O", "H", "H", "O", "H", "H"], "coordinates": [[-4.8902, -0.7528, 2.8528], [-6.0364, -0.2326, 2.8598], [-4.6969, -1.6919, 3.3648], [-3.9845, -0.3205, 2.4143], [-6.0188, 0.6728, 2.3937], [3.2334, 1.9487, -2.3594], [2.4250, 2.4467, -2.2507], [3.8879, 2.1586, -1.6788], [4.2944, 1.7044, 0.2627], [3.6698, 1.8662, 0.9762], [4.4021, 0.7502, 0.1979], [2.7059, -1.6647, -1.3489], [2.2454, -0.8762, -1.6680], [3.5310, -1.7440, -1.8328], [-1.6443, -1.3194, -1.1502], [-0.7789, -1.0217, -1.4521], [-1.4192, -2.0250, -0.5275]], "max_force_ha_per_bohr": 0.02007, "energy_ev": -10894.5189, "e_homo_ev": -10.1861, "total_charge": 0, "multiplicity": 1, "gap_ev": 10.4, "smiles": "C=N.O.O.O.O", "de_lowest_kcal_mol": 34.7}

=====

Entry 8:
{"formula": "CH11NO5", "method": "ωB97M-V/def2-TZVPD", "symbols": ["N", "C", "O", "H", "H", "H", "O", "H", "H", "O", "H", "H", "O", "H", "H", "O", "H", "H"], "coordinates": [[-1.5525, 3.1643, -1.9978], [-1.3139, 2.7929, -0.7098], [-0.7824, 1.7464, -0.4035], [-1.5955, 4.1378, -2.2396], [-1.1092, 2.5732, -2.6986], [-1.7090, 3.4753, 0.0498], [2.2841, -1.9172, -2.5152], [2.5362, -2.7763, -2.8862], [1.4803, -2.1674, -2.0389], [-0.2881, -3.7682, -2.0144], [-0.6128, -3.1301, -1.3553], [0.1763, -4.4014, -1.4493], [1.3817, 1.1429, 6.8350], [1.7348, 2.0372, 6.7999], [2.0475, 0.5572, 6.4666], [-0.5497, -1.3257, -0.0810], [-0.8251, -0.3969, -0.1153], [-1.3027, -1.7442, 0.3535]], "max_force_ha_per_bohr": 0.01498, "energy_ev": -12943.3271, "e_homo_ev": -10.6203, "total_charge": 0, "multiplicity": 1, "gap_ev": 11.3, "smiles": "NC=O.O.O.O.O", "de_lowest_kcal_mol": 18.5}

=====

Entry 9:
{"formula": "CH12N2O4", "method": "ωB97M-V/def2-TZVPD", "symbols": ["N", "C", "N", "H", "H", "H", "H", "H", "H", "O", "H", "H", "O", "H", "H", "O", "H", "H", "O"], "coordinates": [[-0.1867, 0.0169, -1.8562], [-1.2770, 0.7141, -1.9973], [-2.3288, 0.4783, -1.2064], [-0.2174, -0.7511, -1.1662], [0.5404, 0.1046, -2.5483], [-1.2370, 1.5398, -2.7021], [-2.8413, 1.3688, -1.1039], [1.8654, 1.6828, 3.4553], [2.4245, 1.9599, 2.0624], [2.1786, 1.2443, 2.6577], [-0.5332, -3.6029, 0.4749], [-1.8208, -3.7188, -0.4085], [-1.1752, -3.1063, -0.0374], [0.7457, 1.4038, 1.1048], [-0.4729, 1.2087, 0.2866], [0.0635, 1.9186, 0.6433], [2.0570, -0.4352, 1.4734], [2.4464, -0.8547, 0.0848], [1.6960, -0.8903, 0.6878]], "max_force_ha_per_bohr": 0.03137, "energy_ev": -12393.0891, "e_homo_ev": [-14.6824, -14.6815], "total_charge": 1, "multiplicity": 2, "gap_ev": [10.4, 6.4], "de_lowest_kcal_mol": 6.3}

=====

Entry 10:
{"formula": "CH12N4P2Si", "method": "ωB97M-V/def2-TZVPD", "symbols": ["C", "N", "N", "N", "N", "Si", "P", "P", "H", "H", "H", "H", "H", "H", "H", "H", "H", "H", "H", "H"], "coordinates": [[-0.6705, -0.2360, -0.7356], [1.1859, 1.3006, 1.0235], [1.3466, 1.4192, -1.5739], [-0.2670, -1.3879, 1.9063], [1.6094, -1.7246, 0.0873], [-2.5318, 0.3420, -0.6875], [0.0968, 1.5188, -0.4519], [-0.0966, -1.8683, 0.2452], [-0.5425, -0.4075, -1.7977], [1.0870, 2.3154, 1.4655], [0.8349, 0.6873, 1.6584], [1.6314, 2.4006, -2.0246], [2.1672, 1.1398, -1.0829], [-1.1504, -1.5933, 2.3554], [0.4336, -1.9908, 2.3956], [2.0527, -2.5458, -0.3582], [1.8769, -0.9009, -0.4917], [-3.3836, -0.8275, -0.7278], [-2.8126, 1.2390, -1.7595], [-2.8674, 1.1198, 0.5541]], "max_force_ha_per_bohr": 0.11933, "energy_ev": -33646.9644, "e_homo_ev": -7.7983, "total_charge": 0, "multiplicity": 1, "gap_ev": 8.8, "de_lowest_kcal_mol": 0.2}

=====

Entry 11:
{"formula": "CH12NO3", "method": "ωB97M-V/def2-TZVPD", "symbols": ["C", "N", "H", "H", "H", "H", "H", "H", "H", "H", "O", "H", "H", "O", "H", "H", "O"], "coordinates": [[-1.8250, -0.8532, -0.5120], [-1.1747, -0.8571, -1.8620], [-2.4892, -1.6795, -0.2689], [-1.1141, -1.1033, 0.2897], [-2.2354, 0.2281, -0.2586], [-1.5762, -1.5161, -2.4750], [-0.1755, -1.1463, -1.7874], [-1.1213, 0.0679, -2.3107], [0.1775, 3.4848, -0.8390], [1.1650, 2.4437, -0.5816], [0.2363, 2.5974, -0.2440], [0.6115, -0.0177, 3.6400], [1.1081, -1.3840, 3.4510], [0.4417, -0.7146, 3.0206], [2.3503, -1.1357, -0.6520], [2.2667, 0.0160, 0.2765], [1.8477, -0.2751, -0.5739]], "max_force_ha_per_bohr": 0.09701, "energy_ev": -8859.9202, "e_homo_ev": [-3.1665, -11.3385], "total_charge": 0, "multiplicity": 2, "gap_ev": [3.6, 11.7], "de_lowest_kcal_mol": 34.4}

=====

Entry 12:
{"formula": "CH12Na5O9", "method": "ωB97M-V/def2-TZVPD", "symbols": ["Na", "Na", "Na", "Na", "Na", "C", "O", "O", "O", "O", "H", "H", "O", "H", "H", "O", "H", "H", "O", "H", "H", "O", "H", "H", "O", "H", "H"], "coordinates": [[3.3533, 0.1176, -0.5000], [3.4040, -2.0749, 2.5300], [1.7891, -2.8868, -0.1671], [2.6143, 1.4480, 2.5065], [-0.3333, -0.8190, 3.2410], [0.6368, -0.2675, 0.5479], [0.8624, -0.4636, -0.6398], [-0.3570, 0.1942, 1.0707], [1.6282, -0.4873, 1.2251], [1.8467, -1.1466, -3.1406], [1.5198, -0.9147, -2.2713], [2.5817, -0.5513, -3.2872], [-0.1948, 1.8441, -1.6606], [0.5547, 1.8861, -2.2544], [-0.0402, 1.0597, -1.1342], [-1.2679, -0.9662, -2.1152], [-0.5135, -0.8664, -1.5345], [-1.9975, -1.1659, -1.5287], [-2.6933, 1.3822, 0.6295], [-1.8996, 0.8682, 0.7775], [-2.3925, 2.1570, 0.1548], [0.2355, 2.6850, 2.3593], [-0.5640, 3.1846, 2.5245], [-0.0719, 1.8487, 2.0097], [-2.9004, -2.1573, -0.1473], [-2.2394, -1.6078, 0.2738], [-3.5611, -2.3000, 0.5304]], "max_force_ha_per_bohr": 0.19172, "energy_ev": -41728.8575, "e_homo_ev": [-12.8315, -14.7421], "total_charge": 2, "multiplicity": 2, "gap_ev": [4.9, 6.3], "de_lowest_kcal_mol": 37.7}